No. 1
Entry from the Open Molecules 2025 dataset: a cluster of 2 separate species, CFNO2 in total (the ωB97M-V functional and the def2-TZVPD basis).

Results
ΔE to the lowest compared entry with this formula, charge and spin: 82.6 kcal per mole
total energy: -342.97692 a.u.
multiplicity: 1
LUMO (alpha / beta): -2.94 / -2.80 eV
F_max: 0.0586 Eh/bohr
E_HOMO (alpha / beta): -10.929 / -10.631 eV
HOMO-LUMO gap (alpha / beta): 0.294 / 0.288 Ha

Last column: Löwdin charge in e.
Geometry (Å):
C -0.151 0.658 0.603  -0.16
N -0.280 -0.320 -0.146  -0.06
O 0.218 1.152 1.567  0.27
O -1.056 -0.994 -0.746  0.14
F 1.270 -0.496 -1.277  -0.19

***

No. 2
Entry from the Open Molecules 2025 dataset: an isolated molecule of CFNO3 (the ωB97M-V functional and the def2-TZVPD basis).

Results
ΔE to the lowest compared entry with this formula, charge and spin: 43.2 kcal per mole
total energy: -418.31985 a.u.
multiplicity: 1
LUMO: -1.74 eV
SMILES string: O=C(F)[N+](=O)[O-]
F_max: 0.1496 Eh/bohr
E_HOMO: -12.257 eV
HOMO-LUMO gap: 0.386 Ha

Last column: Löwdin charge in e.
Geometry (Å):
O -0.941 -1.260 0.950  0.15
C -0.646 -0.347 0.112  -0.26
F -1.509 0.154 -0.770  0.16
N 0.724 0.345 -0.033  -0.34
O 0.793 1.046 -0.995  0.14
O 1.578 0.062 0.737  0.15

***

No. 3
Entry from the Open Molecules 2025 dataset: a structure of composition CFO5S (the ωB97M-V functional and the def2-TZVPD basis).

Results
ΔE to the lowest compared entry with this formula, charge and spin: 5.4 kcal per mole
total energy: -912.33729 a.u.
multiplicity: 1
net charge: -1
LUMO: 3.57 eV
F_max: 0.0425 Eh/bohr
E_HOMO: -5.915 eV
HOMO-LUMO gap: 0.349 Ha

Last column: Löwdin charge in e.
Geometry (Å):
C -0.644 0.675 -1.018  -0.78
O -0.221 0.869 0.134  -0.15
O -1.354 1.295 -1.768  0.05
O 0.649 -1.551 1.997  -0.44
O 1.546 0.536 2.590  -0.45
O -0.059 -0.553 -1.373  0.02
F -0.311 -1.117 -2.630  -0.08
S 0.394 -0.154 2.069  0.83

***

No. 4
Entry from the Open Molecules 2025 dataset: an isolated molecule of CFOPS (the ωB97M-V functional and the def2-TZVPD basis).

Results
ΔE to the lowest compared entry with this formula, charge and spin: 87.9 kcal per mole
total energy: -952.63142 a.u.
multiplicity: 1
LUMO (alpha / beta): -2.64 / -2.68 eV
F_max: 0.0636 Eh/bohr
E_HOMO (alpha / beta): -10.238 / -10.259 eV
HOMO-LUMO gap (alpha / beta): 0.279 / 0.278 Ha

Last column: Löwdin charge in e.
Geometry (Å):
C 0.340 0.689 -0.984  -0.09
O 0.428 0.129 1.743  -0.39
F 1.490 0.436 -1.584  0.01
P -0.239 -0.233 0.457  0.20
S -2.020 -1.021 0.369  0.27

***

No. 5
Entry from the Open Molecules 2025 dataset: a structure of composition CH10ClN2Pt (the ωB97M-V functional and the def2-TZVPD basis).

Results
ΔE to the lowest compared entry with this formula, charge and spin: 9.8 kcal per mole
total energy: -733.04488 a.u.
multiplicity: 3
net charge: -1
LUMO (alpha / beta): 2.85 / 3.18 eV
F_max: 0.0529 Eh/bohr
E_HOMO (alpha / beta): 0.035 / -4.425 eV
HOMO-LUMO gap (alpha / beta): 0.104 / 0.279 Ha

Last column: Löwdin charge in e.
Geometry (Å):
C -2.062 0.156 0.173  -0.29
Pt 0.199 -0.308 -0.100  -0.01
N 2.267 0.091 -0.071  -0.17
N 0.072 0.069 -2.071  -0.18
H 2.774 -0.771 0.092  0.01
H -1.266 0.887 0.114  -0.05
H -2.404 0.244 1.188  0.01
H -2.098 -0.883 -0.035  0.00
H -2.720 0.474 -0.639  0.02
H 0.563 -0.621 -2.652  -0.02
H 0.435 0.989 -2.343  -0.03
H -0.863 0.064 -2.443  -0.01
H 2.634 0.554 -0.933  0.01
H 2.448 0.720 0.727  0.01
Cl 0.365 -0.599 2.124  -0.29

***

No. 6
Entry from the Open Molecules 2025 dataset: a cluster of 4 separate species, CH10N2O3 in total (the ωB97M-V functional and the def2-TZVPD basis).

Results
ΔE to the lowest compared entry with this formula, charge and spin: 22.6 kcal per mole
total energy: -379.31163 a.u.
multiplicity: 1
LUMO: 0.69 eV
SMILES string: [H]/N=C/N.O.O.O
F_max: 0.0586 Eh/bohr
E_HOMO: -9.606 eV
HOMO-LUMO gap: 0.378 Ha

Last column: Löwdin charge in e.
Geometry (Å):
H -2.890 1.426 0.297  0.02
N -2.313 0.991 -0.397  0.04
C -1.684 0.056 0.243  -0.40
N -1.343 -1.166 -0.277  0.07
H -1.814 -0.081 1.316  0.11
H -0.464 -1.642 0.148  0.10
H -1.270 -1.026 -1.281  0.08
O 2.384 0.862 0.633  -0.10
H 1.443 1.120 0.857  0.06
H 2.367 1.309 -0.246  0.03
O 0.642 1.429 -1.697  -0.07
H -0.290 1.524 -1.431  0.00
H 0.552 0.948 -2.530  0.05
O 1.248 -1.887 1.281  -0.06
H 1.510 -2.657 1.809  0.06
H 1.922 -1.207 1.276  0.01

***

No. 7
Entry from the Open Molecules 2025 dataset: a cluster of 4 separate species, CH10N2O4 in total (the ωB97M-V functional and the def2-TZVPD basis).

Results
ΔE to the lowest compared entry with this formula, charge and spin: 27.5 kcal per mole
total energy: -454.54735 a.u.
multiplicity: 2
net charge: -1
LUMO (alpha / beta): 3.60 / 3.51 eV
F_max: 0.1323 Eh/bohr
E_HOMO (alpha / beta): 0.170 / -6.382 eV
HOMO-LUMO gap (alpha / beta): 0.126 / 0.363 Ha

Last column: Löwdin charge in e.
Geometry (Å):
O 0.994 0.210 0.666  -0.24
H 0.168 0.477 1.068  -0.03
H 0.895 -0.730 0.514  -0.08
O 4.042 1.239 -0.642  -0.11
H 3.239 0.789 -0.907  0.00
H 4.382 1.620 -1.451  0.01
O 3.710 -0.565 1.690  -0.13
H 2.792 -0.295 1.707  -0.03
H 3.689 -1.471 1.380  0.00
C -3.418 0.179 -0.508  -0.92
O -4.453 0.857 -0.388  -0.03
N -2.290 0.431 0.002  0.13
N -3.376 -0.958 -1.067  0.13
H -1.507 -0.072 -0.391  0.04
H -2.185 1.176 0.676  0.10
H -4.174 -1.443 -1.453  0.11
H -2.508 -1.445 -0.895  0.04

***

No. 8
Entry from the Open Molecules 2025 dataset: a cluster of 4 separate species, CH10N2O4 in total (the ωB97M-V functional and the def2-TZVPD basis).

Results
ΔE to the lowest compared entry with this formula, charge and spin: 6.6 kcal per mole
total energy: -454.61855 a.u.
multiplicity: 1
LUMO: 0.65 eV
SMILES string: NC(N)=O.O.O.O
F_max: 0.0112 Eh/bohr
E_HOMO: -10.093 eV
HOMO-LUMO gap: 0.395 Ha

Last column: Löwdin charge in e.
Geometry (Å):
N -0.509 -2.001 -3.015  0.15
C -0.710 -1.377 -1.822  -0.66
N -0.174 -1.955 -0.715  0.17
O -1.347 -0.332 -1.737  0.01
H -0.046 -2.891 -3.068  0.09
H -0.917 -1.625 -3.849  0.10
H 0.360 -2.803 -0.737  0.10
H -0.230 -1.371 0.105  0.06
O -0.728 2.075 -0.222  -0.07
H -0.159 2.413 -0.919  0.04
H -1.022 1.213 -0.563  0.00
O 1.644 2.677 3.727  -0.05
H 1.570 1.899 4.287  0.03
H 0.831 3.169 3.879  0.04
O 0.460 -0.071 1.436  -0.06
H 0.506 0.719 0.878  0.02
H 0.471 0.261 2.336  0.03